*w*
{
  "formula": "C16H18F4N2S5SbSe4Ti",
  "method": "wB97M-V/def2-TZVPD",
  "elements": ["Ti", "C", "C", "N", "C", "C", "C", "C", "N", "C", "C", "F", "C", "F", "C", "C", "F", "C", "F", "H", "H", "H", "H", "H", "H", "H", "H", "H", "H", "H", "H", "H", "H", "H", "C", "S", "C", "C", "S", "S", "C", "S", "S", "H", "H", "H", "Se", "Sb", "Se", "Se", "Se"],
  "coordinates": [[-0.18174, -0.00117, 0.63038], [-1.66712, 1.79093, -1.00881], [-0.34090, 1.55618, -1.70723], [0.20362, 0.20570, -1.52008], [1.63001, 0.23140, -1.99015], [2.24800, -1.11092, -2.29087], [-0.64499, -0.79945, -2.24368], [-1.11336, -1.91138, -1.33084], [-1.57050, -1.27435, -0.10098], [-2.75093, -1.52293, 0.51167], [-2.88221, -0.98102, 1.79830], [-1.77898, -0.28349, 2.23418], [-3.99751, -1.07430, 2.58625], [-3.99570, -0.51515, 3.80409], [-5.11945, -1.73518, 2.11956], [-5.04331, -2.25867, 0.84283], [-6.11266, -2.88803, 0.33035], [-3.91683, -2.15293, 0.04752], [-3.97166, -2.67057, -1.19652], [-2.01872, 2.79313, -1.26053], [-2.43902, 1.08681, -1.31572], [-1.63027, 1.79844, 0.08348], [-0.50678, 1.74735, -2.77464], [0.40367, 2.26580, -1.34611], [1.67200, 0.87292, -2.87950], [2.19827, 0.72162, -1.20031], [1.86953, -1.55929, -3.20818], [3.32488, -0.98903, -2.39923], [2.09462, -1.81283, -1.47725], [-1.51935, -0.26792, -2.62276], [-0.10939, -1.18922, -3.10678], [-1.90098, -2.45084, -1.85298], [-0.30751, -2.61606, -1.11104], [-6.01048, -1.83434, 2.71942], [1.92859, 5.00725, 0.66608], [2.48058, 3.51355, -0.19630], [2.91708, 2.53724, 1.19777], [2.05661, 1.92484, 2.03694], [0.30301, 2.01463, 1.99501], [2.79035, 1.27666, 3.49170], [4.43657, 1.69730, 3.15766], [5.68686, 1.36439, 4.14999], [4.61480, 2.47561, 1.61675], [1.65375, 5.73323, -0.09793], [2.73724, 5.40501, 1.27539], [1.06206, 4.77578, 1.28263], [1.29410, -4.80981, -1.53205], [2.92004, -4.33291, 0.14685], [4.83234, -3.04668, -0.46934], [2.74130, -5.33840, 2.28823], [1.43048, -1.36892, 1.22679]],
  "homo_ev": [-4.766, -4.766],
  "charge": -1,
  "lumo_ev": [1.597, 1.598]
}



*x*
{
  "formula": "C16H18F4N2S5SbSe4Ti",
  "method": "wB97M-V/def2-TZVPD",
  "elements": ["Ti", "C", "C", "N", "C", "C", "C", "C", "N", "C", "C", "F", "C", "F", "C", "C", "F", "C", "F", "H", "H", "H", "H", "H", "H", "H", "H", "H", "H", "H", "H", "H", "H", "H", "C", "S", "C", "C", "S", "S", "C", "S", "S", "H", "H", "H", "Se", "Sb", "Se", "Se", "Se"],
  "coordinates": [[-0.01648, -0.47449, 0.13721], [2.30574, -3.13207, 2.62061], [1.48390, -1.97172, 2.05684], [1.14753, -2.06439, 0.62311], [0.56991, -3.36941, 0.27274], [-0.79123, -3.61017, 0.92668], [2.27208, -1.71698, -0.25783], [2.53694, -0.17999, -0.35187], [1.56726, 0.46847, 0.46152], [1.25461, 1.76244, 0.59027], [0.32954, 1.99707, 1.64369], [0.11985, 0.90426, 2.45486], [-0.29250, 3.20284, 1.85969], [-1.22216, 3.32212, 2.80378], [0.06753, 4.30008, 1.08471], [1.05430, 4.13142, 0.13140], [1.45112, 5.20120, -0.57722], [1.63832, 2.90407, -0.13904], [2.56445, 2.78903, -1.12950], [2.68586, -2.85268, 3.59888], [3.15825, -3.36154, 1.98301], [1.70446, -4.02877, 2.74103], [2.04877, -1.04366, 2.21025], [0.53970, -1.88270, 2.62775], [1.26762, -4.17911, 0.52760], [0.43015, -3.39515, -0.81405], [-0.69850, -3.90838, 1.97113], [-1.31545, -4.39839, 0.38658], [-1.41932, -2.71012, 0.86634], [2.03053, -2.08321, -1.26164], [3.18617, -2.23659, 0.06596], [2.50303, 0.13078, -1.41391], [3.55942, 0.04180, 0.00003], [-0.39590, 5.25897, 1.22794], [-1.74817, 2.52009, -1.44509], [-2.82728, 1.18474, -2.03899], [-1.81232, 0.62231, -3.35098], [-0.93099, -0.39323, -3.25216], [-0.67059, -1.41577, -1.90674], [-0.02224, -0.78979, -4.71412], [-0.79949, 0.38744, -5.75232], [-0.45081, 0.53944, -7.33975], [-1.95166, 1.39464, -4.92743], [-2.27134, 3.01806, -0.63344], [-1.56706, 3.22330, -2.25232], [-0.80266, 2.08534, -1.08501], [-4.56766, 0.22289, 4.11131], [-4.29678, 0.78614, 1.74173], [-4.44389, 3.21480, 1.48928], [-6.13456, -0.28649, 0.53267], [-2.02802, -0.12896, 0.89482]],
  "homo_ev": [-3.708, -3.708],
  "charge": -1,
  "lumo_ev": [0.645, 0.644]
}



Structures ranked by computed energy, the most stable listed first: *w*, *x*.



*w*
{
  "formula": "C24H35N6SW",
  "method": "wB97M-V/def2-TZVPD",
  "elements": ["W", "C", "C", "N", "N", "C", "S", "N", "N", "H", "H", "H", "H", "H", "H", "C", "N", "C", "C", "C", "C", "C", "C", "C", "C", "H", "H", "H", "H", "H", "H", "H", "H", "H", "H", "H", "H", "C", "C", "C", "C", "C", "C", "C", "C", "C", "C", "C", "C", "N", "H", "H", "H", "H", "H", "H", "H", "H", "H", "H", "H", "H", "H", "H", "H", "H", "H"],
  "coordinates": [[0.24915, 0.40677, -0.09917], [5.05096, -1.40670, 0.80027], [3.88145, -1.28574, 1.70452], [3.85228, -1.56145, 2.96311], [2.57748, -1.23048, 3.36375], [1.81426, -0.74813, 2.38649], [0.25370, -0.13166, 2.39271], [2.64590, -0.78587, 1.31372], [2.23319, -0.34496, 0.03768], [5.86513, -1.87214, 1.34897], [5.38107, -0.42101, 0.46340], [4.81990, -2.01679, -0.07483], [2.30577, -1.33901, 4.32668], [2.97891, 0.21667, -0.36583], [2.06378, -1.16714, -0.55208], [-0.86561, 1.31214, -2.90260], [0.17130, 0.39451, -2.36884], [1.47282, 0.82814, -2.92761], [-0.12420, -1.00335, -2.83167], [-0.39576, -1.97420, -1.70954], [-0.41264, -3.33457, -2.02770], [-0.77704, -4.26429, -1.07135], [-1.15519, -3.83381, 0.19927], [-1.12661, -2.48597, 0.50791], [-0.72342, -1.50617, -0.41994], [-0.85715, 1.28669, -3.99471], [-0.66039, 2.32389, -2.56372], [-1.84439, 1.00214, -2.54512], [1.44926, 0.78792, -4.02051], [2.26819, 0.17832, -2.56917], [1.67534, 1.84861, -2.61460], [0.70033, -1.34930, -3.45606], [-1.00397, -0.97000, -3.47468], [-0.16018, -3.66225, -3.03175], [-0.79011, -5.31827, -1.31858], [-1.46467, -4.55444, 0.94596], [-1.42480, -2.18003, 1.50221], [3.41690, 2.43507, 1.59633], [3.00600, 3.62246, 0.72433], [3.23147, 3.31347, -0.75855], [1.60568, 4.14394, 1.03087], [1.53385, 5.45965, 1.47900], [0.32820, 6.05188, 1.80564], [-0.82984, 5.30277, 1.72163], [-0.82053, 3.98076, 1.28696], [-2.16654, 3.26232, 1.31309], [-2.20550, 2.07082, 2.27536], [-2.67640, 2.85097, -0.06658], [0.40735, 3.41094, 0.89751], [0.45435, 2.12495, 0.32044], [4.49068, 2.24858, 1.49699], [2.87339, 1.54568, 1.29463], [3.19750, 2.61802, 2.64963], [3.67644, 4.44280, 0.98404], [2.65784, 2.43385, -1.05082], [4.29044, 3.11882, -0.95119], [2.92149, 4.14807, -1.38964], [2.45141, 6.02762, 1.57589], [0.29373, 7.08116, 2.13866], [-1.77501, 5.74874, 2.00858], [-2.86769, 4.00146, 1.70271], [-1.72370, 1.19624, 1.83489], [-3.24029, 1.79614, 2.49239], [-1.70603, 2.29860, 3.21878], [-2.07714, 2.03141, -0.46002], [-2.63553, 3.67991, -0.77563], [-3.71019, 2.50319, -0.00154]],
  "homo_ev": [-10.205, -10.206],
  "charge": 1,
  "lumo_ev": [-2.722, -2.722]
}



*x*
{
  "formula": "C24H35N6SW",
  "method": "wB97M-V/def2-TZVPD",
  "elements": ["W", "C", "C", "N", "N", "C", "S", "N", "N", "H", "H", "H", "H", "H", "H", "C", "N", "C", "C", "C", "C", "C", "C", "C", "C", "H", "H", "H", "H", "H", "H", "H", "H", "H", "H", "H", "H", "C", "C", "C", "C", "C", "C", "C", "C", "C", "C", "C", "C", "N", "H", "H", "H", "H", "H", "H", "H", "H", "H", "H", "H", "H", "H", "H", "H", "H", "H"],
  "coordinates": [[0.02627, 0.67515, -0.40468], [0.73731, 1.49418, 4.76614], [1.71348, 1.32649, 3.66451], [2.99708, 1.26207, 3.77392], [3.45098, 1.08534, 2.49229], [2.48141, 1.02328, 1.58008], [2.51926, 0.73382, -0.07885], [1.36391, 1.20353, 2.32919], [0.07268, 1.16220, 1.74495], [1.28379, 1.62654, 5.69595], [0.10153, 0.61120, 4.86071], [0.10338, 2.36812, 4.60682], [4.43741, 0.98459, 2.31881], [-0.46358, 0.42505, 2.20444], [-0.37459, 2.06185, 1.92421], [-2.77579, 0.53184, -1.83991], [-2.18931, 1.20055, -0.65028], [-2.98666, 0.76113, 0.51622], [-2.33714, 2.68438, -0.81489], [-1.02275, 3.39924, -0.97781], [-1.03524, 4.79520, -0.92158], [0.10700, 5.50420, -1.23736], [1.26026, 4.82279, -1.61257], [1.27085, 3.44112, -1.62099], [0.13515, 2.67583, -1.29080], [-3.83781, 0.77748, -1.92120], [-2.65573, -0.54448, -1.74318], [-2.26226, 0.87381, -2.73471], [-4.03839, 1.03116, 0.38594], [-2.62456, 1.24350, 1.42451], [-2.90418, -0.31725, 0.62268], [-2.90912, 3.08271, 0.02501], [-2.94092, 2.86627, -1.70577], [-1.94837, 5.32361, -0.66702], [0.09891, 6.58632, -1.20690], [2.15094, 5.37525, -1.88386], [2.19155, 2.93332, -1.88006], [0.99718, -2.15545, 2.42011], [-0.20034, -2.93047, 1.86539], [-1.51491, -2.19372, 2.11697], [0.03012, -3.35769, 0.42429], [0.16512, -4.72141, 0.18966], [0.44213, -5.21511, -1.07156], [0.63160, -4.32769, -2.11429], [0.52348, -2.95080, -1.93948], [0.86546, -2.09437, -3.15203], [2.20749, -1.37038, -3.02620], [-0.22065, -1.12006, -3.59192], [0.18031, -2.46768, -0.65983], [-0.02188, -1.09666, -0.43933], [0.88292, -1.98383, 3.49445], [1.10076, -1.19729, 1.90790], [1.92772, -2.70112, 2.26204], [-0.26105, -3.85922, 2.43712], [-1.50444, -1.21788, 1.63358], [-1.67811, -2.06296, 3.19042], [-2.36570, -2.74605, 1.71498], [0.04832, -5.40762, 1.01991], [0.52923, -6.28092, -1.23643], [0.88787, -4.70649, -3.09642], [0.98370, -2.81375, -3.96534], [2.11573, -0.47952, -2.40313], [2.54681, -1.04260, -4.01066], [2.97639, -2.01313, -2.59603], [-0.29484, -0.28309, -2.89392], [-1.20045, -1.59650, -3.65558], [0.02329, -0.69794, -4.56867]],
  "homo_ev": [-10.230, -10.231],
  "charge": 1,
  "lumo_ev": [-2.694, -2.694]
}



Structures ranked by computed energy, the most stable listed first: *x*, *w*.



*w*
{
  "formula": "C4H5NO3",
  "method": "wB97M-V/def2-TZVPD",
  "elements": ["C", "C", "C", "O", "O", "N", "C", "O", "H", "H", "H", "H", "H"],
  "coordinates": [[-0.54766, 0.65403, 1.11624], [-0.24738, -0.39134, 0.07800], [0.20443, -1.75399, 0.62606], [1.16043, -2.37668, 0.28670], [-1.07738, -0.52377, -1.04458], [0.29275, -0.22496, -1.21888], [0.70550, 1.05496, -1.62018], [1.70229, 1.59396, -1.23245], [0.36882, 0.90231, 1.64653], [-0.95053, 1.54617, 0.64133], [-1.28009, 0.27438, 1.82489], [-0.47967, -2.09906, 1.42369], [0.14850, 1.34399, -2.52737]],
  "homo_ev": -10.227,
  "charge": 0,
  "lumo_ev": 0.463,
  "smiles": "C[C@@]1(C=O)ON1C=O"
}



*x*
{
  "formula": "C4H5NO3",
  "method": "wB97M-V/def2-TZVPD",
  "elements": ["O", "C", "O", "N", "O", "C", "C", "C", "H", "H", "H", "H", "H"],
  "coordinates": [[-0.61810, -0.60361, -1.99631], [0.36934, -0.02348, -2.30025], [1.43707, 0.14023, -1.47384], [1.31587, -0.41905, -0.04463], [2.20348, -1.19890, 0.18858], [0.37221, 0.06344, 0.62785], [-1.02095, 0.61802, 0.67929], [-0.36990, -0.13433, 1.84455], [0.46266, 0.40146, -3.34230], [-1.92756, 0.06744, 0.16305], [-1.13661, 1.59917, 0.80458], [-0.24768, 0.47635, 2.69088], [-0.83983, -0.98672, 2.15854]],
  "homo_ev": -9.477,
  "charge": 0,
  "lumo_ev": 0.724,
  "smiles": "O=CO[N+]([O-])=C1CC1"
}



*y*
{
  "formula": "C4H5NO3",
  "method": "wB97M-V/def2-TZVPD",
  "elements": ["O", "C", "O", "C", "O", "N", "C", "C", "H", "H", "H", "H", "H"],
  "coordinates": [[-2.80980, -1.01965, -1.13983], [-2.03472, -0.63397, -1.94236], [-0.91206, -0.06774, -1.51028], [-0.47467, -0.17682, -0.20730], [-1.03843, -0.69547, 0.69371], [0.84354, 0.37055, -0.14146], [1.02008, 1.11163, 1.12556], [1.69662, -0.17274, 1.01250], [-2.05442, -0.52764, -3.04755], [1.57997, 2.07425, 1.05726], [0.15708, 1.13652, 1.78217], [1.28211, -1.01533, 1.46875], [2.74469, -0.38359, 0.84882]],
  "homo_ev": -10.098,
  "charge": 0,
  "lumo_ev": 0.947,
  "smiles": "O=COC(=O)N1CC1"
}



*z*
{
  "formula": "C4H5NO3",
  "method": "wB97M-V/def2-TZVPD",
  "elements": ["C", "C", "C", "C", "O", "O", "N", "O", "H", "H", "H", "H", "H"],
  "coordinates": [[-0.41137, 0.06640, -0.98546], [0.96319, 0.71494, 0.68590], [-0.09452, -0.98779, 0.80728], [0.58619, 1.03877, -0.55256], [-1.73309, 0.21055, -0.75028], [-0.16234, -0.55184, -2.14963], [1.80810, 0.66338, 1.60308], [-1.14493, -1.08289, 1.40292], [-1.92294, -0.00615, 0.19718], [-1.00338, -0.82742, -2.54741], [1.45362, 0.66266, 2.55650], [0.70288, -1.74925, 0.90134], [0.95859, 1.84864, -1.16887]],
  "homo_ev": -8.476,
  "charge": 0,
  "lumo_ev": -0.608
}



Structures ranked by computed energy, the most stable listed first: *y*, *w*, *z*, *x*.